[1]
Below is a 2-piece molecular cluster, C3H10NOS overall at a distorted geometry, with properties calculated with ωB97M-V/def2-TZVPD.

Each line ends with the Löwdin charge.
Geometry (Å):
C  0.739  0.158  -0.293  -0.1811
C  1.504  0.740  0.910  -0.6067
S  3.121  1.459  0.469  0.6631
H  -0.271  0.572  -0.361  0.0518
H  1.326  0.191  -1.209  0.0613
H  0.373  -0.855  -0.113  0.0391
H  1.723  -0.034  1.640  0.0576
H  0.924  1.598  1.239  0.0524
H  3.691  0.256  0.385  -0.1516
N  -4.033  -1.227  -0.116  -0.0079
C  -2.769  -1.034  -0.995  -0.3769
O  -1.619  -1.452  -0.497  0.0288
H  -3.928  -0.564  0.654  0.0457
H  -3.778  -2.056  0.434  0.0534
H  -2.845  0.009  -1.335  0.1312
H  -3.065  -1.744  -1.783  0.1396

Computed properties:
total charge	0
energy relative to the best compared isomer or geometry (same formula, charge and spin)	46.1	kcal per mole
LUMO (alpha / beta)	0.8 / -2.2	eV
spin multiplicity	2
largest force on an atom	0.0694	Eh/bohr

[2]
Below is C25H20Br2N4O7SV as an isolated structure, with properties calculated with ωB97M-V/def2-TZVPD.

Each line ends with the Löwdin charge.
Geometry (Å):
V  0.102  1.079  -0.035  1.0156
O  2.120  -2.391  3.543  0.0687
C  0.985  -2.962  3.109  -0.2628
C  0.744  -4.282  3.493  -0.0099
C  -0.400  -4.933  3.082  -0.0769
C  -1.337  -4.286  2.276  -0.0895
C  -1.104  -2.983  1.893  -0.0287
C  0.048  -2.301  2.297  -0.0751
C  0.259  -0.925  1.831  -0.3948
O  -0.638  -0.386  1.046  -0.1693
N  1.330  -0.269  2.186  0.0880
N  1.286  0.976  1.590  -0.0759
C  1.911  1.968  2.109  -0.0083
C  1.672  3.314  1.673  -0.1324
C  2.559  4.333  2.062  -0.0290
C  2.310  5.641  1.736  -0.0736
C  1.140  5.962  1.036  -0.0488
C  0.242  4.989  0.670  -0.0014
C  0.496  3.648  0.968  -0.2919
O  -0.405  2.728  0.592  -0.1507
H  2.158  -1.473  3.195  0.0688
H  1.480  -4.771  4.118  0.1191
H  -0.568  -5.956  3.392  0.1049
H  -2.235  -4.798  1.959  0.0986
H  -1.814  -2.455  1.270  0.1106
H  2.581  1.775  2.944  0.1498
H  3.452  4.063  2.612  0.1163
H  3.009  6.417  2.015  0.1039
H  0.943  6.992  0.769  0.1104
H  -0.650  5.219  0.106  0.1251
C  -1.401  -3.902  -2.380  -0.0379
C  -0.189  -3.085  -2.038  -0.2391
C  1.105  -3.550  -2.263  -0.0074
C  2.186  -2.774  -1.912  -0.0870
C  1.942  -1.528  -1.345  -0.6947
Br  3.426  -0.485  -0.823  0.8551
N  0.730  -1.050  -1.132  0.0197
C  -0.309  -1.834  -1.466  -0.0793
H  -1.358  -4.879  -1.897  0.0853
H  -1.472  -4.067  -3.456  0.0855
H  -2.313  -3.404  -2.053  0.0771
H  1.264  -4.528  -2.702  0.1254
H  3.201  -3.111  -2.057  0.1032
H  -1.289  -1.441  -1.236  0.1060
O  0.398  3.793  -2.162  -0.2880
S  1.497  2.895  -2.391  0.4104
O  2.789  3.293  -1.931  -0.2790
O  1.422  2.127  -3.606  -0.3034
O  1.125  1.602  -1.242  -0.4630
Br  -5.689  0.680  -0.277  0.7825
C  -4.080  0.921  -1.224  -0.6621
C  -4.084  1.140  -2.593  -0.0836
C  -2.871  1.310  -3.236  -0.0114
C  -1.699  1.254  -2.502  -0.0701
N  -1.716  1.036  -1.183  -0.0065
C  -2.879  0.879  -0.545  -0.1491
H  -5.018  1.179  -3.137  0.1119
H  -2.825  1.494  -4.300  0.1215
H  -0.731  1.393  -2.971  0.1007
H  -2.835  0.708  0.523  0.1162

Computed properties:
total charge	0
energy relative to the best compared isomer or geometry (same formula, charge and spin)	2.2	kcal per mole
LUMO (alpha / beta)	-0.8 / -0.6	eV
spin multiplicity	2
largest force on an atom	0.0076	Eh/bohr

[3]
Below is an isolated ion of composition C3H4NO and charge +1 at a distorted geometry, with properties calculated with ωB97M-V/def2-TZVPD.

Each line ends with the Löwdin charge.
Geometry (Å):
C  0.128  -1.620  1.086  0.2886
N  -0.659  -0.961  0.476  0.1148
C  -0.470  0.296  -0.184  -0.1076
C  1.043  0.475  -0.293  -0.1380
O  1.743  -0.287  0.347  0.0872
H  0.258  -2.565  1.714  0.1889
H  -0.953  1.205  0.405  0.2010
H  -0.922  0.328  -1.218  0.1605
H  1.389  1.296  -1.080  0.2046

Computed properties:
SMILES string	C#[N+]CC=O
total charge	+1
energy relative to the best compared isomer or geometry (same formula, charge and spin)	34.5	kcal per mole
LUMO	-6.0	eV
largest force on an atom	0.0498	Eh/bohr

[4]
Below is C5H8O as an isolated structure, with properties calculated with ωB97M-V/def2-TZVPD.

Each line ends with the Löwdin charge.
Geometry (Å):
C  -0.839  0.493  1.400  -0.0534
C  -0.922  0.109  -0.058  -0.2466
C  0.182  0.332  -1.070  -0.1340
C  1.526  -0.015  -0.451  -0.1445
O  1.038  -1.293  0.011  -0.0769
C  -0.206  -1.059  -0.644  -0.2261
H  0.164  0.322  1.801  0.0723
H  -1.535  -0.107  1.996  0.0802
H  -1.091  1.549  1.537  0.0782
H  -1.903  0.255  -0.511  0.1392
H  0.037  0.846  -2.014  0.1291
H  1.895  0.612  0.370  0.1146
H  2.319  -0.156  -1.194  0.1215
H  -0.665  -1.890  -1.173  0.1464

Computed properties:
total charge	0
energy relative to the best compared isomer or geometry (same formula, charge and spin)	54.0	kcal per mole
LUMO	1.1	eV
largest force on an atom	0.0082	Eh/bohr